Record 1
5 unconnected molecules or ions with the total composition C18H40FO18P2S4. Source: the Open Molecules 2025 dataset; level of theory: ωB97M-V/def2-TZVPD.

Results
ΔE to the lowest compared entry with this formula, charge and spin, kJ/mol: 59.4
Orbital gap, eV: 4.41
Spin multiplicity: 1
HOMO energy, eV: -2.9
Total charge: -1

Each line ends with the Löwdin charge.
Element x y z (Å)
C  -1.899  7.242  5.337  -0.0855
C  -3.111  7.458  4.397  -0.4618
F  -4.250  6.865  4.953  -0.0705
C  -2.845  7.066  2.914  -0.3332
P  -2.896  5.169  2.542  0.2527
C  -1.166  5.117  1.725  -0.3831
C  -1.151  4.589  0.243  -0.2723
C  0.199  3.856  -0.053  -0.1744
C  0.040  2.610  -0.977  -0.1757
O  -0.338  1.423  -0.233  -0.0381
C  0.676  0.576  -0.038  -0.3954
O  0.453  -0.574  0.062  0.0865
P  -3.206  2.950  2.455  0.6886
C  -4.123  2.344  0.950  -0.3942
C  -1.726  1.913  2.913  -0.3863
H  -0.930  7.466  4.863  0.0710
H  -2.033  7.795  6.290  0.0639
H  -1.858  6.173  5.632  0.0582
H  -3.305  8.556  4.404  0.1159
H  -1.922  7.597  2.612  0.0567
H  -3.682  7.521  2.332  0.0656
H  -3.478  5.397  1.207  -0.0289
H  -4.270  5.213  3.045  -0.0491
H  -2.362  4.950  3.896  -0.0303
H  -0.500  4.429  2.299  0.0381
H  -0.608  6.079  1.695  0.0610
H  -1.159  5.474  -0.421  0.0760
H  -2.040  3.996  -0.032  0.0636
H  0.726  3.511  0.856  0.1037
H  0.907  4.531  -0.582  0.1062
H  -0.717  2.779  -1.761  0.1265
H  1.026  2.406  -1.447  0.1065
H  1.720  0.949  0.044  0.1559
H  -4.966  3.043  0.781  0.0188
H  -4.592  1.370  1.200  0.0039
H  -3.534  2.236  0.015  0.0024
H  -1.236  1.343  2.096  -0.0053
H  -0.942  2.496  3.439  0.0145
H  -2.059  1.155  3.654  -0.0008
C  -1.217  6.560  -4.125  -0.1761
C  -2.225  5.782  -4.948  -0.1805
O  -3.195  5.329  -4.005  -0.1887
S  -3.336  6.418  -2.818  0.6170
O  -4.451  7.249  -3.101  -0.2171
O  -3.170  5.754  -1.583  -0.2097
O  -1.992  7.252  -3.146  -0.1863
H  -0.529  5.889  -3.603  0.1291
H  -0.648  7.266  -4.726  0.1317
H  -1.776  4.940  -5.470  0.1321
H  -2.730  6.430  -5.671  0.1306
C  1.355  -3.033  2.773  -0.1557
C  1.344  -3.573  1.360  -0.1630
O  2.334  -4.614  1.360  -0.2051
S  2.369  -5.310  2.810  0.5953
O  1.582  -6.489  2.758  -0.2175
O  3.713  -5.306  3.273  -0.2315
O  1.541  -4.187  3.607  -0.1869
H  2.196  -2.356  2.934  0.1350
H  0.428  -2.524  3.027  0.1414
H  1.586  -2.811  0.623  0.1169
H  0.380  -4.022  1.114  0.1385
C  5.450  -7.644  0.565  -0.1628
C  4.394  -7.315  -0.468  -0.1582
O  4.307  -8.479  -1.292  -0.2755
S  4.612  -9.781  -0.393  0.6169
O  3.379  -10.354  0.009  -0.2113
O  5.631  -10.537  -1.030  -0.2221
O  5.247  -9.022  0.884  -0.1836
H  6.456  -7.535  0.151  0.1316
H  5.358  -7.029  1.459  0.1278
H  4.655  -6.443  -1.064  0.1410
H  3.418  -7.157  -0.001  0.1328
C  0.952  -8.470  -5.417  -0.1732
C  2.151  -9.159  -6.037  -0.1740
O  3.165  -9.103  -5.033  -0.1818
S  2.476  -9.179  -3.574  0.6428
O  2.534  -10.518  -3.117  -0.1957
O  2.949  -8.094  -2.801  -0.2075
O  0.961  -8.872  -4.046  -0.1811
H  1.056  -7.383  -5.455  0.1328
H  0.017  -8.761  -5.891  0.1340
H  2.488  -8.669  -6.948  0.1335
H  1.938  -10.211  -6.247  0.1328


Record 2
A molecular structure, C18H41CaN4O6P. Source: the Open Molecules 2025 dataset; level of theory: ωB97M-V/def2-TZVPD.

Results
Orbital gap, eV: 4.62
Spin multiplicity: 1
HOMO energy, eV: -5.2

Each line ends with the Löwdin charge.
Element x y z (Å)
O  -0.407  -0.593  -4.284  -0.1137
H  0.087  -0.348  -5.081  0.1277
Ca  -0.345  0.235  -0.843  1.3371
N  0.332  1.828  0.852  -0.2427
N  1.669  1.423  -1.183  -0.2989
N  -1.109  -1.171  0.843  -0.0907
N  -0.424  -2.050  -1.483  -0.0850
O  -0.317  1.764  1.983  -0.2847
O  -1.493  -0.636  2.068  -0.0712
O  0.032  -2.565  -2.691  -0.0668
O  2.420  0.884  -2.059  -0.2319
C  2.125  2.488  -0.462  -0.3264
C  1.397  2.681  0.744  -0.3104
C  -1.336  -2.480  0.660  -0.2680
C  -0.861  -2.979  -0.618  -0.2535
C  1.763  3.699  1.768  -0.0352
H  2.099  3.231  2.706  0.0687
H  0.919  4.360  2.008  0.0842
H  2.583  4.325  1.399  0.0598
C  3.325  3.238  -0.904  -0.0575
H  3.222  3.535  -1.959  0.0793
H  4.230  2.611  -0.829  0.0792
H  3.476  4.139  -0.304  0.0557
C  -2.003  -3.392  1.640  -0.0212
C  -0.968  -4.434  -0.928  -0.0126
H  -2.581  -2.811  2.364  0.0865
H  -1.263  -4.003  2.183  0.0935
H  -2.681  -4.077  1.110  0.0872
H  -0.245  -4.719  -1.697  0.0845
H  -1.986  -4.691  -1.264  0.1061
H  -0.775  -5.025  -0.021  0.0873
H  -1.071  0.297  2.073  0.0433
H  -0.101  -1.825  -3.373  0.0530
C  -0.969  0.578  -3.673  -0.1197
H  -0.174  1.225  -3.268  0.0785
H  -1.677  0.242  -2.898  0.0651
H  -1.546  1.167  -4.401  0.1037
O  -2.400  1.455  -0.253  -0.1300
H  -3.243  1.038  0.017  0.0813
H  -2.240  2.160  0.400  0.0646
C  2.181  0.583  4.178  -0.1246
C  3.099  0.331  2.975  -0.5420
C  4.566  0.237  3.383  -0.1211
P  2.440  -1.055  1.912  1.0822
C  3.730  -1.471  0.641  -0.5586
C  5.012  -2.163  1.101  -0.1318
C  3.085  -2.263  -0.505  -0.1396
C  2.289  -2.591  2.967  -0.5445
C  3.452  -2.949  3.889  -0.1232
C  0.979  -2.543  3.765  -0.1339
H  2.272  -0.205  4.938  0.0593
H  1.131  0.680  3.873  0.0646
H  2.469  1.530  4.657  0.0765
H  2.989  1.198  2.293  0.0779
H  4.786  -0.689  3.928  0.0557
H  5.238  0.322  2.522  0.0690
H  4.796  1.069  4.063  0.0769
H  3.987  -0.471  0.249  0.1044
H  4.851  -3.225  1.327  0.0731
H  5.723  -2.123  0.265  0.0782
H  5.501  -1.675  1.949  0.0477
H  2.277  -1.713  -0.999  0.0339
H  3.851  -2.462  -1.267  0.0820
H  2.686  -3.232  -0.172  0.0675
H  2.197  -3.384  2.203  0.0964
H  3.576  -2.227  4.707  0.0680
H  3.220  -3.917  4.355  0.0763
H  4.404  -3.077  3.365  0.0493
H  0.122  -2.258  3.145  0.0351
H  0.786  -3.538  4.188  0.0760
H  1.044  -1.833  4.600  0.0631


Record 3
A molecular structure, C18H41GaO2P3. Source: the Open Molecules 2025 dataset; level of theory: ωB97M-V/def2-TZVPD.

Results
Orbital gap, eV: 5.27
Spin multiplicity: 1
HOMO energy, eV: -16.8
Total charge: +3

Each line ends with the natural charge from an NBO analysis.
Element x y z (Å)
Ga  0.044  -0.876  0.220  1.0848
P  -2.255  -0.581  -0.999  0.8842
P  -0.790  -0.524  2.410  0.9124
P  0.692  -2.312  -1.525  0.9238
H  0.099  4.054  -1.289  0.2010
C  0.174  3.486  -2.222  -0.4034
C  -0.849  3.383  -3.089  -0.3960
H  -1.814  3.873  -2.915  0.2097
C  -3.048  1.041  -0.751  -0.9601
C  -3.507  -1.790  -0.408  -0.9297
C  -2.450  -0.709  -2.820  -0.9280
C  0.344  0.605  3.288  -0.9565
C  -2.408  0.294  2.656  -0.9332
C  -0.898  -2.006  3.476  -0.9264
C  0.857  -1.316  -3.058  -0.9402
C  -0.333  -3.757  -1.969  -0.9361
C  2.357  -3.007  -1.294  -0.9466
H  1.133  2.993  -2.421  0.1967
H  -0.736  2.834  -4.032  0.2064
H  -2.540  1.797  -1.363  0.2833
H  -2.999  1.372  0.290  0.2685
H  -4.104  0.988  -1.053  0.2779
H  -3.626  -1.734  0.681  0.2448
H  -3.187  -2.807  -0.673  0.2587
H  -4.475  -1.585  -0.888  0.2939
H  -1.824  0.049  -3.309  0.2699
H  -3.502  -0.517  -3.081  0.2908
H  -2.175  -1.702  -3.195  0.2421
H  0.919  0.050  4.040  0.2910
H  -0.250  1.381  3.789  0.3054
H  1.034  1.113  2.599  0.2550
H  -2.650  0.274  3.730  0.3038
H  -3.205  -0.230  2.115  0.2599
H  -2.379  1.342  2.325  0.3012
H  -1.191  -1.715  4.495  0.3032
H  0.075  -2.513  3.510  0.2761
H  -1.647  -2.701  3.074  0.2747
H  1.843  -1.510  -3.500  0.2961
H  0.783  -0.246  -2.821  0.2629
H  0.076  -1.572  -3.786  0.2799
H  0.288  -4.484  -2.514  0.3072
H  -1.189  -3.481  -2.598  0.2656
H  -0.706  -4.235  -1.054  0.2693
H  2.691  -3.466  -2.236  0.2880
H  2.321  -3.776  -0.511  0.2740
H  3.073  -2.229  -0.994  0.2761
C  3.481  -0.011  0.897  0.3146
C  3.774  0.241  2.243  -0.3082
C  5.116  0.279  2.641  -0.1542
C  6.140  0.031  1.721  -0.1808
C  5.827  -0.226  0.383  -0.1531
C  4.493  -0.215  -0.041  -0.2924
O  2.176  -0.028  0.394  -0.7366
H  1.456  -0.072  1.180  0.4244
H  2.969  0.408  2.959  0.2051
H  5.361  0.501  3.682  0.2519
H  7.182  0.041  2.048  0.2587
H  6.618  -0.432  -0.338  0.2539
H  4.223  -0.368  -1.087  0.2220
C  -2.634  4.502  0.203  -0.2519
O  -2.962  3.614  1.274  -0.7734
H  -3.184  4.224  -0.707  0.1631
H  -1.565  4.390  -0.002  0.1688
H  -2.848  5.554  0.446  0.2123
H  -3.687  4.020  1.774  0.4937